1.
# C16H17ClF3N3O6S

An isolated molecule of C16H17ClF3N3O6S (wB97M-V/def2-TZVPD, OMol25).

Computed properties:
ΔE to the lowest compared entry with this formula, charge and spin	0.0	kJ/mol
charge	0

Each line ends with the Mulliken charge.
Geometry (Å):
C  3.268  2.965  -1.121  -0.839
S  2.612  1.315  -0.772  0.007
C  3.336  0.981  0.869  -0.884
C  2.671  1.752  2.001  -0.850
C  1.143  1.612  1.996  -0.023
N  0.689  0.259  1.802  0.030
C  -0.170  -0.330  2.669  0.013
O  -0.463  0.138  3.743  -0.614
C  -0.725  -1.626  2.149  0.317
C  -1.398  -1.633  0.930  -0.322
C  -1.980  -2.790  0.452  -0.640
C  -1.879  -3.952  1.208  -0.038
N  -2.480  -5.175  0.714  1.003
O  -2.400  -6.159  1.412  -0.611
O  -3.017  -5.131  -0.370  -0.603
C  -1.215  -3.973  2.425  -0.536
C  -0.640  -2.803  2.897  0.373
Cl  0.204  -2.816  4.392  -0.203
C  0.513  2.557  0.975  0.046
O  0.894  3.678  0.764  -0.638
O  -0.562  1.998  0.405  -0.111
C  -1.362  2.806  -0.451  -0.519
C  -1.493  2.217  -1.852  0.636
O  -2.501  2.328  -2.505  -0.667
N  -0.389  1.559  -2.286  0.262
C  -0.317  1.054  -3.629  -1.035
C  0.554  1.950  -4.511  0.870
F  0.574  1.526  -5.779  -0.279
F  0.141  3.220  -4.518  -0.274
F  1.831  1.972  -4.091  -0.249
H  2.755  3.700  -0.507  0.268
H  4.337  2.964  -0.927  0.363
H  3.084  3.157  -2.173  0.308
H  3.227  -0.093  1.013  0.395
H  4.397  1.220  0.808  0.559
H  2.902  2.816  1.924  0.388
H  3.070  1.381  2.946  0.427
H  0.755  1.925  2.976  0.484
H  0.828  -0.144  0.888  0.342
H  -1.481  -0.714  0.368  0.614
H  -2.511  -2.812  -0.487  0.501
H  -1.154  -4.892  2.989  0.571
H  -2.360  2.887  -0.012  0.286
H  -0.919  3.807  -0.528  0.376
H  0.459  1.548  -1.731  -0.292
H  0.106  0.046  -3.653  0.326
H  -1.332  1.056  -4.041  0.463

***

2.
# C16H17ClN2OS

An isolated molecule of C16H17ClN2OS (wB97M-V/def2-TZVPD, OMol25).

Computed properties:
ΔE to the lowest compared entry with this formula, charge and spin	1288.4	kJ/mol
charge	0

Each line ends with the Mulliken charge.
Geometry (Å):
C  -1.832  -1.813  0.458  -1.180
C  -2.906  -0.916  0.149  0.636
C  -4.175  -1.354  0.078  -0.625
C  -5.384  -0.663  -0.101  -0.193
Cl  -7.040  -1.467  -0.150  -0.219
C  -5.263  0.560  -0.361  -0.368
C  -4.076  1.199  -0.118  -0.530
C  -2.988  0.356  0.176  1.418
N  -1.619  1.003  -0.071  0.077
C  -1.169  2.265  0.053  0.437
S  -1.932  3.622  0.186  -0.566
N  0.273  2.305  0.279  -0.038
C  1.091  1.416  0.475  -0.964
C  1.722  0.585  -0.811  -0.792
O  0.744  -0.492  -1.115  -0.351
C  2.961  -0.126  -0.223  0.589
C  4.280  0.394  -0.483  -0.234
C  5.393  -0.125  -0.118  -0.117
C  5.518  -1.247  0.259  -0.619
C  4.178  -1.959  0.628  -0.700
C  2.974  -1.382  0.088  -0.015
H  -1.311  -1.338  1.324  0.266
H  -1.154  -1.756  -0.632  0.104
H  -2.219  -2.822  0.738  0.455
H  -4.504  -2.576  0.217  0.008
H  -6.118  1.412  -0.326  0.205
H  -3.935  2.326  -0.402  0.055
H  -0.876  0.382  -0.125  -0.116
H  0.497  3.506  0.308  0.377
H  0.784  0.383  1.128  0.259
H  2.061  1.868  1.129  0.300
H  1.827  1.323  -1.351  1.017
H  1.072  -0.588  -1.945  0.256
H  4.341  1.579  -0.957  0.043
H  6.367  0.611  -0.591  0.116
H  6.277  -1.793  0.756  0.407
H  4.183  -2.892  0.974  0.531
H  1.959  -1.788  0.479  0.071

***

3.
# C16H17F3N5O2

A cluster of 2 separate species, C16H17F3N5O2 in total (wB97M-V/def2-TZVPD, OMol25).

Computed properties:
charge	-1

Each line ends with the Mulliken charge.
Geometry (Å):
C  2.857  -2.041  2.584  -1.388
C  2.338  -0.795  1.910  0.374
C  0.959  -0.604  1.767  -0.283
C  0.341  0.708  1.877  1.147
O  0.991  1.768  1.999  -0.731
N  -1.044  0.783  1.817  0.325
C  -1.690  2.062  1.974  -1.063
C  -1.964  -0.335  1.885  -0.969
N  3.329  -0.025  1.459  -0.414
N  3.137  0.898  0.605  -0.067
C  3.896  2.073  0.993  0.432
N  3.582  3.025  0.079  -0.346
O  4.613  2.189  1.964  -0.606
H  2.034  -2.717  2.848  0.350
H  3.537  -2.585  1.915  0.331
H  3.406  -1.791  3.507  0.354
H  0.355  -1.495  1.922  -0.028
H  -0.939  2.854  1.938  0.280
H  -2.433  2.207  1.181  0.295
H  -2.221  2.106  2.935  0.321
H  -1.458  -1.296  1.766  0.280
H  -2.495  -0.333  2.850  0.308
H  -2.718  -0.242  1.090  0.317
H  3.123  2.729  -0.764  0.227
H  4.108  3.877  0.098  0.228
F  -4.373  -1.156  -4.432  -0.284
C  -3.869  -0.045  -3.817  0.933
F  -3.700  0.903  -4.788  -0.281
F  -4.848  0.421  -2.974  -0.270
C  -2.601  -0.328  -3.068  0.275
C  -1.707  0.713  -2.825  -0.948
C  -0.557  0.461  -2.101  -0.382
C  -0.254  -0.852  -1.635  1.167
C  0.923  -1.112  -0.877  -0.913
C  1.351  -2.415  -0.643  0.191
N  1.773  -3.484  -0.372  -0.765
C  -1.197  -1.883  -1.903  -0.732
C  -2.367  -1.615  -2.594  -0.771
H  -1.917  1.708  -3.211  0.370
H  0.146  1.266  -1.881  0.379
H  1.637  -0.297  -0.750  0.643
H  -0.996  -2.896  -1.548  0.324
H  -3.088  -2.406  -2.781  0.389

***

no.,E_HOMO (Ha),DFT total energy (hartree)
1,-0.3532,-2393.5881
2,-0.3056,-1662.5733
3,-0.1209,-1343.7495